[1]
Molecular formula: C5H7N
Method: DFT, ωB97M-V with the def2-TZVPD basis set

**Structure (SMILES)**: Cc1ccc[nH]1
**Frontier orbital gap**: 9.103 eV
**E_LUMO**: 1.07 eV
**HOMO energy**: -8.0345 eV
**M**: 81.1 g mol⁻¹

The geometry in ORCA input format:
```
! wB97M-V def2-TZVPD RIJCOSX def2/J DEFGRID3
* xyz 0 1
C 1.946 0.000 -0.086
C 0.450 0.068 -0.028
C -0.395 1.128 0.200
C -1.737 0.645 0.173
C -1.673 -0.691 -0.086
N -0.356 -1.031 -0.228
H 2.367 -0.551 0.765
H 2.305 -0.486 -1.001
H 2.371 1.007 -0.063
H -0.089 2.151 0.368
H -2.646 1.208 0.319
H -2.438 -1.441 -0.230
H -0.127 -2.001 -0.100
*
```

=====

[2]
Molecular formula: C8H20BF4LiO3
Method: DFT, ωB97M-V with the def2-TZVPD basis set

**Frontier orbital gap**: 10.384 eV
**E_LUMO**: 0.00 eV
**HOMO energy**: -10.3886 eV
**M**: 258.0 g mol⁻¹

The geometry in ORCA input format:
```
! wB97M-V def2-TZVPD RIJCOSX def2/J DEFGRID3
* xyz 0 1
Li -0.494 -0.249 0.987
B -2.838 -1.209 1.073
F -4.119 -0.801 1.395
F -1.958 -1.000 2.207
F -2.754 -2.531 0.668
F -2.287 -0.350 0.055
C 0.883 -0.239 -3.213
C 2.130 0.417 -2.554
C 1.696 0.701 -1.106
O 0.462 0.035 -0.914
C -0.213 -0.018 -2.186
H 1.085 -1.294 -3.385
H 0.587 0.225 -4.152
H 2.424 1.328 -3.073
H 2.975 -0.267 -2.586
H 1.603 1.778 -0.918
H 2.406 0.307 -0.378
H -0.713 0.945 -2.347
H -0.981 -0.781 -2.105
C 1.325 -3.090 0.302
C 1.283 -2.623 1.734
O 1.225 -1.178 1.736
H 1.468 -4.170 0.266
H 2.154 -2.632 -0.240
H 0.397 -2.839 -0.213
H 2.175 -2.944 2.277
H 0.401 -3.027 2.233
H 1.471 -0.852 2.606
C -2.089 3.387 1.382
C -0.797 2.765 0.880
O -0.439 1.615 1.646
H -2.943 2.720 1.282
H -2.300 4.317 0.851
H -1.995 3.663 2.438
H 0.002 3.515 0.956
H -0.881 2.469 -0.161
H -0.354 1.906 2.558
*
```

=====

[3]
Molecular formula: C25H22N2O7
Method: DFT, ωB97M-V with the def2-TZVPD basis set

**Structure (SMILES)**: Cc1cccc(NC(=O)CCC(=O)OCC(=O)c2ccc(Oc3ccc([N+](=O)[O-])cc3)cc2)c1
**Frontier orbital gap**: 8.247 eV
**E_LUMO**: -0.47 eV
**HOMO energy**: -8.7167 eV
**M**: 462.5 g mol⁻¹

The geometry in ORCA input format:
```
! wB97M-V def2-TZVPD RIJCOSX def2/J DEFGRID3
* xyz 0 1
C 5.021 2.351 0.756
C 4.158 1.649 -0.243
C 4.701 0.733 -1.136
C 3.891 0.072 -2.043
C 2.530 0.307 -2.065
C 1.972 1.209 -1.163
N 0.580 1.403 -1.203
C -0.227 1.868 -0.212
O 0.158 2.258 0.867
C -1.703 1.808 -0.593
C -2.595 2.168 0.597
C -3.991 1.650 0.371
O -4.567 1.637 -0.684
O -4.515 1.145 1.499
C -5.771 0.496 1.358
C -5.728 -0.668 0.361
O -6.726 -1.057 -0.187
C -4.378 -1.233 0.118
C -3.482 -1.489 1.153
C -2.204 -1.940 0.882
C -1.792 -2.089 -0.439
O -0.545 -2.516 -0.813
C 0.599 -2.170 -0.170
C 0.723 -1.120 0.739
C 1.959 -0.809 1.267
C 3.076 -1.543 0.889
N 4.361 -1.217 1.430
O 5.326 -1.816 1.000
O 4.415 -0.363 2.291
C 2.963 -2.590 -0.023
C 1.732 -2.902 -0.545
C -2.700 -1.878 -1.477
C -3.988 -1.473 -1.198
C 2.788 1.880 -0.263
H 6.033 2.474 0.379
H 5.070 1.755 1.669
H 4.609 3.323 1.012
H 5.763 0.536 -1.121
H 4.323 -0.633 -2.737
H 1.898 -0.208 -2.774
H 0.129 1.037 -2.031
H -1.892 2.488 -1.426
H -1.941 0.797 -0.935
H -2.195 1.740 1.518
H -2.629 3.251 0.726
H -6.538 1.201 1.021
H -6.032 0.125 2.352
H -3.787 -1.358 2.180
H -1.534 -2.183 1.692
H -0.130 -0.522 1.014
H 2.066 0.012 1.959
H 3.848 -3.140 -0.304
H 1.613 -3.704 -1.256
H -2.374 -2.039 -2.493
H -4.695 -1.296 -1.993
H 2.354 2.579 0.431
*
```

=====

[4]
Molecular formula: C3H8N2O4S
Method: DFT, ωB97M-V with the def2-TZVPD basis set

**Frontier orbital gap**: 10.051 eV
**E_LUMO**: 0.59 eV
**HOMO energy**: -9.4645 eV
**M**: 168.2 g mol⁻¹

The geometry in ORCA input format:
```
! wB97M-V def2-TZVPD RIJCOSX def2/J DEFGRID3
* xyz 0 1
C 0.279 1.052 0.391
C 2.586 0.199 0.592
C 1.186 -0.179 0.186
N -2.697 1.357 -0.507
N 0.803 -1.343 -0.142
O 0.496 2.091 -0.230
O -0.775 0.811 1.093
O -3.964 -0.764 0.057
O -1.765 -1.069 -0.535
S -2.515 -0.040 0.359
H 2.946 0.980 -0.079
H 3.306 -0.554 0.459
H 2.528 0.451 1.656
H -2.539 1.314 -1.511
H -2.314 2.227 -0.097
H 1.458 -2.085 -0.314
H -4.074 -1.307 -0.807
H -0.776 -1.248 -0.519
*
```

=====

Number 1: total energy -249.469779 Ha. Number 2: total energy -974.698333 Ha. Number 3: total energy -1602.022859 Ha. Number 4: total energy -927.706993 Ha.